Entry P
The following is a quantum chemistry calculation of a cluster of 2 separate species, C5H13NO in total, from the Open Molecules 2025 dataset.

The SMILES is C/C=C(\C)NC.O. Its spin multiplicity is 1. As for the gap between HOMO and LUMO: 9.310 eV. The value obtained for the highest occupied orbital energy is -8.52 eV.

Geometry (Å):
C 2.1501 -1.5336 0.0481
C 1.1349 -0.6508 -0.6556
C 0.2084 0.1418 -0.1323
C -0.1580 0.0347 1.3608
N -0.6129 0.9954 -0.8968
C -0.5993 2.3878 -0.4267
H 2.0348 -1.4050 1.1199
H 2.0390 -2.5866 -0.2022
H 3.1485 -1.1867 -0.2107
H 1.4220 -0.4939 -1.6932
H 0.2091 -0.8876 1.8107
H -1.2260 0.0209 1.6006
H 0.2259 0.8563 1.9660
H -1.5364 0.6643 -1.0758
H -0.7269 2.4601 0.6577
H 0.3326 2.8963 -0.6595
H -1.4367 2.8757 -0.9182
O -2.4924 -1.2797 -0.4045
H -1.6795 -1.6580 -0.0070
H -2.4370 -1.6513 -1.2814

Entry Q
The following is a quantum chemistry calculation of the molecule C5H13NO, from the Open Molecules 2025 dataset.

The SMILES is CC(C)[C@H](N)CO. Its spin multiplicity is 1. As for the gap between HOMO and LUMO: 9.788 eV. The value obtained for the highest occupied orbital energy is -8.97 eV.

Geometry (Å):
C -1.5917 0.2032 1.0097
C -0.8513 -0.6936 0.0715
C -1.4183 -0.2034 -1.2893
C 0.6983 -0.4500 0.0081
N 1.3697 -1.2625 1.0309
C 1.2217 0.9987 -0.2306
O 2.6506 0.7243 -0.2197
H -1.4615 -0.0767 2.0197
H -2.6281 0.2550 0.8232
H -1.2672 1.2980 1.0046
H -1.1900 -1.7322 0.2761
H -1.0515 -0.7229 -2.1244
H -0.9704 0.7123 -1.5950
H -2.5388 -0.3214 -1.3814
H 1.1140 -0.8536 -0.9596
H 2.3853 -0.9907 1.2110
H 0.9161 -1.1333 1.8528
H 0.7572 1.4805 -1.2077
H 0.8284 1.5427 0.6822
H 3.0276 1.2256 -0.9821

Entry R
The following is a quantum chemistry calculation of a cluster of 2 separate species, C5H13NO in total, from the Open Molecules 2025 dataset.

The SMILES is C=NCCCC.O. Its spin multiplicity is 1. As for the gap between HOMO and LUMO: 10.182 eV. The value obtained for the highest occupied orbital energy is -9.32 eV.

Geometry (Å):
C -1.3660 0.4899 -2.3121
N -1.9190 -0.2126 -1.4867
C -1.4865 -0.2735 -0.1145
C 0.0742 -0.2598 0.1417
C 0.7554 1.0822 0.2688
C 1.2182 1.3023 1.6780
H -1.8420 0.6707 -3.2115
H -0.6522 1.3060 -2.1422
H -2.0224 0.3307 0.5402
H -1.9247 -1.1601 0.3736
H 0.5749 -0.7620 -0.7615
H 0.1970 -1.1075 0.9956
H 0.1403 1.9327 -0.1876
H 1.7216 1.0604 -0.3199
H 2.2006 1.7166 1.7321
H 0.5311 1.9874 2.0723
H 1.1063 0.3521 2.3143
O 0.7320 -3.1809 0.0060
H 1.1645 -3.0073 0.8467
H 0.7968 -2.2672 -0.4332

Entry S
The following is a quantum chemistry calculation of a cluster of 2 separate species, C5H13NO in total, from the Open Molecules 2025 dataset.

The SMILES is CCC/C=C/N.O. Its spin multiplicity is 1. As for the gap between HOMO and LUMO: 8.740 eV. The value obtained for the highest occupied orbital energy is -8.11 eV.

Geometry (Å):
C 0.4315 2.2899 0.4071
C 0.5571 1.7013 -1.0039
C -0.7207 1.0341 -1.5846
C -1.3301 0.0402 -0.6473
C -0.9475 -1.2308 -0.5406
N -1.1801 -2.1194 0.5063
H 0.8404 3.2880 0.4793
H -0.5962 2.2128 0.7421
H 1.0303 1.6637 1.0614
H 1.3712 0.9797 -1.0809
H 0.7820 2.5345 -1.6702
H -0.3320 0.6582 -2.5284
H -1.4385 1.8077 -1.8519
H -1.7485 0.4924 0.2459
H -0.4289 -1.6290 -1.4074
H -1.5840 -1.6726 1.3124
H -0.3387 -2.5421 0.8592
O 2.2586 -1.6858 2.1148
H 3.0628 -1.7430 2.6368
H 2.4567 -1.0772 1.3934

Stability check: which of them is least stable? entry R.

Entry P
The following is a quantum chemistry calculation of a cluster of 2 separate species, C2H8N2 in total, from the Open Molecules 2025 dataset.

The SMILES is C=NC.N. Its spin multiplicity is 1. As for the gap between HOMO and LUMO: 10.286 eV. The value obtained for the highest occupied orbital energy is -9.15 eV.

Geometry (Å):
C -2.1276 0.7124 1.6318
N -0.9602 0.2715 1.4551
C -0.1226 -0.0758 2.5660
H -2.6381 0.4848 2.5898
H -2.5417 1.4328 0.9436
H 0.8612 -0.4360 2.2969
H -0.6511 -0.7475 3.2815
H 0.0204 0.7846 3.2308
N 2.0135 -0.4261 -4.3576
H 1.1824 -0.5958 -4.8959
H 2.8090 -0.1210 -4.8968
H 2.1549 -1.2837 -3.8450

Entry Q
The following is a quantum chemistry calculation of the molecule C2H8N2, from the Open Molecules 2025 dataset.

The SMILES is NCCN. Its spin multiplicity is 1. As for the gap between HOMO and LUMO: 10.142 eV. The value obtained for the highest occupied orbital energy is -8.97 eV.

Geometry (Å):
N -1.0894 -1.4652 0.0134
C -0.2832 -0.3957 0.5206
C 0.2539 0.4416 -0.6421
N 0.9890 1.5710 -0.2518
H -1.4944 -2.0611 0.7275
H -0.4188 -2.0110 -0.4351
H 0.5831 -0.8492 1.0354
H -0.9055 0.2461 1.0982
H 0.7399 -0.1470 -1.4183
H -0.6429 0.9823 -1.2054
H 0.5201 2.3539 0.2317
H 1.7481 1.3343 0.3259

Entry R
The following is a quantum chemistry calculation of the molecule C2H8N2, from the Open Molecules 2025 dataset.

The SMILES is NCCN. Its spin multiplicity is 1. As for the gap between HOMO and LUMO: 10.553 eV. The value obtained for the highest occupied orbital energy is -9.44 eV.

Geometry (Å):
N 1.6003 0.1446 -0.3132
C 0.3651 0.8425 -0.0133
C -0.5591 -0.1023 0.7566
N -1.2461 -1.1526 -0.0501
H 1.4271 -0.8242 -0.5540
H 2.0988 0.5283 -1.1061
H 0.4679 1.6948 0.6615
H -0.1824 1.1479 -0.9102
H -1.3905 0.4836 1.1667
H -0.1161 -0.5290 1.6422
H -0.5866 -1.6279 -0.6551
H -1.8784 -0.6057 -0.6249

Entry S
The following is a quantum chemistry calculation of a cluster of 2 separate species, C2H8N2 in total, from the Open Molecules 2025 dataset.

The SMILES is C=NC.N. Its spin multiplicity is 1. As for the gap between HOMO and LUMO: 10.510 eV. The value obtained for the highest occupied orbital energy is -9.49 eV.

Geometry (Å):
C 1.2563 -0.1141 2.1759
N 1.0020 -0.0715 0.9498
C 0.6394 -1.2775 0.1962
H 1.4470 -1.0375 2.7340
H 1.3880 0.8227 2.7126
H 1.5019 -1.9490 0.2620
H 0.5476 -0.9428 -0.8329
H -0.3138 -1.7081 0.4948
N -2.1790 1.5311 -2.2127
H -1.7582 1.1919 -1.3427
H -1.9086 2.5086 -2.2325
H -1.6227 1.0462 -2.9045

Stability check: which of them is least stable? entry P.

Entry P
The following is a quantum chemistry calculation of a cluster of 2 separate species, C2H3NS2 in total, from the Open Molecules 2025 dataset.

The SMILES is N=C=S.C=S. Its spin multiplicity is 1. As for the gap between HOMO and LUMO: 8.466 eV. The value obtained for the highest occupied orbital energy is -8.63 eV.

Geometry (Å):
N -2.1505 -0.2149 -1.2980
C -1.8523 -0.5937 -0.2261
S -1.4773 -0.6976 1.2645
H -2.3101 -0.5274 -2.2669
C 1.8805 0.5750 0.4785
S 2.5923 -0.5159 1.3743
H 0.9177 0.9569 1.0250
H 2.3996 1.0176 -0.3513

Entry Q
The following is a quantum chemistry calculation of a structure of composition C2H3NS2, from the Open Molecules 2025 dataset.

Its spin multiplicity is 1. As for the gap between HOMO and LUMO (spin up / spin down): 6.971 / 6.931 eV. The value obtained for the highest occupied orbital energy (spin up / spin down) is -8.61 / -8.66 eV.

Geometry (Å):
C -0.7620 0.4456 -0.7599
C 0.9457 0.2715 0.3596
N 0.0401 -0.5184 -0.3745
S -3.2550 -0.7778 0.0494
S -0.0060 1.7854 0.0198
H 1.1080 0.0871 1.4826
H 1.8721 0.2640 -0.1333
H 0.0571 -1.5573 -0.6437

Entry R
The following is a quantum chemistry calculation of a cluster of 2 separate species, C2H3NS2 in total, from the Open Molecules 2025 dataset.

Its spin multiplicity is 1. As for the gap between HOMO and LUMO: 8.465 eV. The value obtained for the highest occupied orbital energy is -7.94 eV.

Geometry (Å):
C -2.3724 -1.0778 -0.1807
C 0.9901 0.1920 -0.1208
N -1.3419 -0.6530 0.1059
S 0.5299 1.7652 0.1711
S 2.5029 -0.4556 0.0301
H -3.2304 -1.6685 -0.3574
H -0.6289 1.3064 0.1171
H 3.5507 0.5914 0.2346

Stability check: which of them is least stable? entry Q.